# 1
{"formula": "C44H45N2O10S", "method": "ωB97M-V/def2-TZVPD", "total_charge": 1, "homo_lumo_gap_ev": 7.3, "homo_ev": -11.03, "elements": ["C", "C", "C", "C", "C", "C", "C", "S", "C", "C", "C", "C", "N", "C", "N", "C", "C", "H", "H", "H", "H", "H", "H", "H", "H", "H", "H", "H", "H", "H", "H", "H", "H", "H", "H", "H", "H", "H", "H", "H", "H", "H", "C", "C", "C", "O", "C", "C", "C", "O", "H", "H", "H", "H", "C", "C", "C", "O", "C", "C", "C", "O", "H", "H", "H", "H", "C", "C", "C", "O", "C", "C", "C", "O", "H", "H", "H", "H", "C", "C", "C", "O", "C", "C", "C", "O", "H", "H", "H", "H", "C", "C", "C", "O", "C", "C", "C", "O", "H", "H", "H", "H"], "positions_angstrom": [[-0.368, 4.517, 2.816], [-0.126, 3.685, 3.677], [0.256, 2.500, 4.643], [0.364, 1.111, 3.862], [-1.017, 0.591, 3.278], [-0.993, 0.187, 1.737], [-2.101, -0.988, 1.681], [-2.948, -1.029, 0.044], [-4.523, -0.075, 0.050], [-4.695, 1.007, 1.203], [-1.199, 1.479, 0.827], [0.047, 1.601, -0.114], [0.903, 0.624, 0.053], [2.177, 0.550, -0.694], [2.258, 1.503, -1.820], [2.818, 2.820, -1.404], [0.344, -0.323, 1.081], [-0.652, 4.977, 1.836], [-0.485, 2.456, 5.501], [1.284, 2.764, 5.056], [1.188, 1.239, 3.104], [0.696, 0.356, 4.645], [-1.850, 1.355, 3.410], [-1.326, -0.313, 3.888], [-2.899, -0.817, 2.471], [-1.594, -1.970, 1.906], [-5.432, -0.758, 0.014], [-4.556, 0.493, -0.937], [-3.872, 1.044, 1.968], [-5.721, 0.879, 1.676], [-4.728, 2.043, 0.727], [-2.181, 1.671, 0.312], [-1.190, 2.321, 1.605], [0.094, 2.477, -0.815], [2.256, -0.491, -1.144], [3.103, 0.693, -0.060], [2.952, 1.109, -2.477], [1.984, 3.463, -0.978], [3.656, 2.757, -0.648], [3.213, 3.360, -2.318], [0.336, -1.305, 0.504], [1.158, -0.492, 1.847], [-4.064, -5.104, -1.019], [-4.014, -3.829, -1.403], [-4.355, -3.430, -2.787], [-4.307, -2.264, -3.136], [-4.756, -4.500, -3.728], [-4.806, -5.776, -3.343], [-4.465, -6.175, -1.960], [-4.512, -7.338, -1.608], [-3.818, -5.415, -0.011], [-3.723, -3.028, -0.727], [-5.003, -4.189, -4.740], [-5.096, -6.572, -4.018], [0.429, -0.321, 7.958], [0.780, -0.363, 9.242], [1.543, -1.508, 9.793], [1.861, -1.548, 10.962], [1.900, -2.600, 8.860], [1.548, -2.557, 7.576], [0.787, -1.414, 7.028], [0.467, -1.373, 5.851], [-0.129, 0.507, 7.539], [0.527, 0.428, 9.937], [2.458, -3.428, 9.278], [1.801, -3.347, 6.880], [4.168, 0.524, 3.937], [4.254, 1.516, 3.053], [5.251, 2.599, 3.208], [5.326, 3.504, 2.401], [6.149, 2.536, 4.382], [6.063, 1.542, 5.268], [5.066, 0.460, 5.113], [4.987, -0.447, 5.916], [3.443, -0.276, 3.839], [3.604, 1.577, 2.188], [6.873, 3.335, 4.479], [6.712, 1.481, 6.132], [-5.955, -2.770, -9.498], [-5.605, -2.829, -8.214], [-4.843, -3.978, -7.678], [-4.525, -4.032, -6.503], [-4.483, -5.058, -8.622], [-4.832, -5.001, -9.906], [-5.595, -3.851, -10.443], [-5.912, -3.797, -11.613], [-6.513, -1.938, -9.907], [-5.859, -2.047, -7.509], [-3.924, -5.891, -8.211], [-4.577, -5.783, -10.610], [4.270, 3.548, -5.701], [4.343, 4.552, -6.574], [5.333, 5.641, -6.409], [5.400, 6.556, -7.202], [6.238, 5.569, -5.239], [6.163, 4.565, -4.367], [5.174, 3.478, -4.532], [5.106, 2.558, -3.735], [3.552, 2.744, -5.805], [3.690, 4.618, -7.435], [6.955, 6.373, -5.134], [6.815, 4.498, -3.505]]}

***

# 2
{"formula": "C23H34N2OP2V", "method": "ωB97M-V/def2-TZVPD", "s2": 0.85, "spin_multiplicity": 2, "total_charge": 2, "homo_lumo_gap_ev": [6.5, 6.6], "homo_ev": [-13.42, -13.35], "elements": ["C", "C", "C", "C", "C", "C", "C", "C", "C", "C", "C", "C", "C", "H", "H", "H", "H", "H", "H", "H", "N", "V", "C", "H", "H", "C", "H", "H", "P", "P", "C", "H", "H", "H", "C", "H", "H", "H", "C", "H", "H", "H", "C", "H", "H", "H", "H", "H", "C", "N", "C", "C", "C", "O", "H", "H", "H", "H", "H", "H", "H", "H", "H"], "positions_angstrom": [[-1.686, 2.899, -3.459], [-1.420, 1.691, -2.814], [-0.062, 1.295, -2.728], [0.989, 2.216, -2.880], [0.705, 3.418, -3.557], [-0.623, 3.733, -3.875], [2.212, 1.808, -2.100], [2.601, 0.444, -2.618], [1.557, -0.483, -2.470], [1.810, -1.863, -2.296], [3.064, -2.341, -2.683], [4.058, -1.438, -3.119], [3.850, -0.049, -3.053], [-2.718, 3.217, -3.640], [1.516, 4.104, -3.822], [-0.851, 4.660, -4.419], [3.024, 2.548, -2.045], [3.287, -3.410, -2.646], [5.018, -1.828, -3.475], [4.646, 0.640, -3.334], [0.247, -0.003, -2.258], [0.281, 0.433, -0.238], [-2.468, 0.856, -2.127], [-2.460, -0.169, -2.527], [-3.476, 1.292, -2.217], [0.758, -2.700, -1.630], [-0.200, -2.614, -2.166], [1.051, -3.758, -1.569], [-2.133, 0.641, -0.308], [0.394, -2.156, 0.097], [1.465, -3.249, 1.065], [1.204, -3.168, 2.129], [1.293, -4.283, 0.750], [2.525, -2.994, 0.918], [-1.228, -2.846, 0.452], [-1.130, -3.936, 0.566], [-1.623, -2.431, 1.391], [-1.933, -2.651, -0.367], [-2.474, 2.304, 0.335], [-3.485, 2.621, 0.034], [-2.408, 2.286, 1.434], [-1.729, 3.012, -0.051], [-3.596, -0.278, 0.251], [-3.533, -0.441, 1.338], [-4.513, 0.290, 0.029], [-3.663, -1.254, -0.247], [1.794, 1.602, -0.939], [1.237, -0.833, 0.532], [0.163, 0.183, 5.868], [-0.512, 0.203, 4.575], [-1.967, 0.239, 4.565], [0.128, 0.242, 3.391], [1.622, 0.190, 3.339], [-0.547, 0.306, 2.320], [-0.598, 0.229, 6.654], [0.826, 1.049, 6.000], [0.745, -0.737, 6.022], [-2.335, 1.139, 4.055], [-2.374, -0.654, 4.071], [-2.314, 0.256, 5.599], [1.946, -0.828, 3.067], [1.963, 0.880, 2.549], [2.079, 0.472, 4.284]]}

***

# 3
{"formula": "C6H7NO", "method": "ωB97M-V/def2-TZVPD", "total_charge": 0, "e_above_lowest_kj_mol": 247.4, "smiles": "N1[C@@H]2[C@@H]3O[C@@H]4[C@H]1[C@@H]4[C@H]23", "homo_lumo_gap_ev": 9.4, "homo_ev": -8.39, "elements": ["C", "C", "C", "C", "C", "C", "H", "H", "H", "H", "H", "H", "H", "N", "O"], "positions_angstrom": [[-1.035, 0.877, -0.171], [-1.274, -0.569, -0.234], [1.024, -0.863, -0.273], [1.292, 0.548, -0.089], [0.710, -0.249, 1.138], [-0.783, 0.036, 1.107], [0.435, 1.476, -1.536], [-1.906, 1.525, -0.240], [-2.276, -0.978, -0.425], [1.854, -1.569, -0.459], [2.234, 1.025, -0.055], [1.346, -0.415, 2.012], [-1.455, 0.039, 2.050], [0.254, 1.475, -0.531], [-0.201, -1.264, -0.814]]}

***

Max |F| across the listed records, respectively: 3.78 2.82 2.79 eV Å⁻¹.